Formula: C5H7N
Source: the OMol25 dataset
Level of theory: ωB97M-V with the def2-TZVPD basis set

Properties
Frontier orbital gap   9.236 eV
DFT total energy   -6785.490 eV
Energy relative to the best compared isomer or geometry (same formula, charge and spin)   69.7 kcal per mole
SMILES string   Cc1ccc[nH]1

Last column: Löwdin charge in e.
CARTESIAN COORDINATES (ANGSTROEM)
N1 -0.315963 -0.940233 -0.103656  0.046
C1 -1.633246 -0.586074 -0.035426  -0.159
C2 -0.232996 1.306923 0.059273  -0.043
C3 0.522809 0.141474 -0.000308  -0.338
C4 -1.711940 0.759225 0.047779  -0.121
C5 2.012904 -0.092361 -0.124524  -0.045
H1 2.259963 -0.653636 -1.039442  0.078
H2 -2.405815 -1.321263 -0.182587  0.105
H3 2.536470 0.863689 -0.178324  0.075
H4 -0.014833 -1.900392 -0.097167  0.151
H5 2.422363 -0.652787 0.726158  0.075
H6 -0.854867 1.730222 0.848403  0.070
H7 -2.681228 1.294664 0.084756  0.106

Atomic forces in eV per Å
0.2116 -0.1248 0.0127
-0.0359 -0.3251 -0.3300
-2.8532 -1.2741 -0.2129
-0.3934 -0.1050 0.1131
0.5472 -0.5674 -1.2516
-0.1445 0.1856 0.1330
-0.1805 0.1643 0.2412
-0.0291 -0.1471 0.2166
-0.1321 -0.1043 0.0432
0.1602 0.0171 -0.3153
-0.1574 0.0903 -0.1046
1.8769 2.2200 1.4180
1.1302 -0.0295 0.0365